DFT (ωB97M-V with the def2-TZVPD basis set) results for a molecular structure, C18H58AsB4F6N2Na2O2Sn in a non-equilibrium geometry.

Results
LUMO energy in eV: 0.2
Total charge: -1
Molecular weight in g/mol: 731.52
Frontier orbital gap in Eh: 0.2497
HOMO in eV: -6.55

Last column: Mulliken charge in e.
Element x y z (Å)
Na1 -1.17 -1.92 1.14  -0.65
Na2 -2.04 1.16 -0.17  -0.03
Sn1 0.50 1.54 3.42  1.04
B1 -2.39 2.76 2.45  1.90
H1 -2.39 2.81 3.53  -0.32
H2 -2.05 1.82 2.05  -1.25
H3 -3.41 2.91 2.13  -0.30
H4 -1.75 3.48 1.97  -0.46
B2 -3.42 -1.04 0.66  1.61
H5 -2.74 -0.52 1.32  -0.61
H6 -4.42 -0.79 0.96  -0.25
H7 -3.27 -0.80 -0.38  -0.65
H8 -3.27 -2.09 0.84  -0.37
B3 -1.42 -1.07 3.56  1.53
H9 -0.96 -1.77 4.24  -0.35
H10 -1.64 -0.16 4.09  -0.34
H11 -0.68 -0.95 2.79  -1.27
H12 -2.32 -1.54 3.21  -0.04
B4 0.20 0.10 0.38  4.19
H13 0.04 -0.71 -0.31  -0.58
H14 1.06 -0.07 1.01  -0.71
H15 0.43 0.97 -0.22  -0.71
H16 -0.68 0.26 0.99  -1.20
As1 4.15 -0.42 3.65  2.00
F1 4.78 -1.42 4.94  -0.48
F2 3.09 0.40 4.81  -0.52
F3 3.33 0.70 2.41  -0.56
F4 5.26 -1.14 2.43  -0.47
F5 2.78 -1.58 3.42  -0.44
F6 5.49 0.77 3.90  -0.52
C1 -4.22 0.99 -4.23  -1.42
C2 -3.69 1.03 -2.77  -0.48
N1 -2.65 2.04 -2.42  0.82
C3 -3.23 3.42 -2.32  -0.51
C4 -2.29 4.49 -1.79  -1.21
C5 -1.49 2.09 -3.31  -0.59
C6 -0.74 0.72 -3.42  -1.25
H17 -3.46 0.67 -4.94  0.26
H18 -4.55 1.98 -4.56  0.32
H19 -5.12 0.40 -4.39  0.42
H20 -4.51 1.17 -2.07  0.61
H21 -3.27 0.03 -2.69  0.14
H22 -3.50 3.86 -3.28  0.28
H23 -4.09 3.48 -1.65  0.33
H24 -1.45 4.52 -2.48  0.36
H25 -2.63 5.52 -1.80  0.47
H26 -1.90 4.34 -0.78  0.08
H27 -0.70 2.66 -2.84  0.22
H28 -1.54 2.56 -4.29  0.35
H29 -0.73 0.24 -2.44  0.11
H30 0.24 0.96 -3.84  0.43
H31 -1.23 -0.04 -4.03  0.33
C7 -1.45 -5.02 -1.61  -1.47
C8 -0.11 -4.45 -0.97  -0.59
N2 -0.16 -4.10 0.46  0.90
C9 1.14 -3.95 1.20  -0.98
C10 2.18 -3.21 0.30  -1.08
C11 -1.04 -4.99 1.20  -0.61
C12 -1.06 -4.84 2.76  -1.35
H32 -1.58 -6.06 -1.30  0.36
H33 -1.54 -4.89 -2.69  0.39
H34 -2.35 -4.54 -1.23  0.30
H35 0.75 -4.84 -1.51  0.34
H36 -0.18 -3.48 -1.45  0.25
H37 0.95 -3.36 2.10  0.58
H38 1.50 -4.96 1.42  0.44
H39 3.07 -3.28 0.94  0.49
H40 2.41 -3.68 -0.66  0.44
H41 1.91 -2.17 0.16  -0.13
H42 -0.80 -6.02 0.96  0.49
H43 -2.06 -4.73 0.90  0.25
H44 -1.71 -5.60 3.19  0.40
H45 -1.36 -3.86 3.12  0.24
H46 -0.05 -4.94 3.18  0.35
C13 1.50 5.73 0.29  -1.40
C14 1.34 4.24 0.30  0.73
O1 0.51 3.77 1.07  -0.46
C15 2.42 3.48 -0.48  -0.37
H47 0.75 6.06 -0.43  0.29
H48 2.51 6.02 0.01  0.40
H49 1.23 6.19 1.24  0.32
H50 3.30 3.28 0.13  0.44
H51 2.70 4.08 -1.34  0.46
H52 1.98 2.52 -0.73  -0.60
C16 3.62 0.37 -1.32  0.24
C17 5.10 0.45 -1.46  0.49
O2 5.51 0.82 -2.56  -0.63
C18 6.04 0.09 -0.28  -1.03
H53 3.10 0.84 -2.14  0.22
H54 3.34 0.92 -0.42  -0.37
H55 3.41 -0.70 -1.29  0.17
H56 5.89 -0.98 -0.12  0.26
H57 5.89 0.63 0.65  0.25
H58 7.08 0.34 -0.50  0.34



DFT (ωB97M-V with the def2-TZVPD basis set) results for a molecular structure, C4H14O5Rb in a non-equilibrium geometry.

Results
LUMO energy in eV: -3.4
Total charge: +1
Molecular weight in g/mol: 227.62
Frontier orbital gap in Eh: 0.3650
HOMO in eV: -13.32

Last column: Mulliken charge in e.
Element x y z (Å)
Rb1 -19.32 9.32 16.64  0.90
O1 -21.54 9.12 15.67  -0.60
H1 -22.22 9.33 15.02  0.28
H2 -21.29 9.97 16.03  0.32
C1 -21.95 9.11 18.23  -0.10
C2 -22.08 8.59 19.72  -0.57
O2 -22.35 9.63 20.68  -0.46
O3 -20.71 9.63 17.97  -0.53
H3 -22.77 9.66 17.78  0.27
H4 -21.78 8.22 17.63  0.26
H5 -21.28 7.93 20.07  0.29
H6 -22.98 7.97 19.62  0.33
H7 -21.57 10.19 20.67  0.30
H8 -20.61 10.38 18.56  0.29
C3 -15.43 7.89 15.62  -0.65
C4 -16.34 9.08 15.96  -0.25
O4 -17.66 8.64 15.67  -0.58
O5 -15.64 6.75 16.45  -0.51
H9 -14.40 8.18 15.87  0.35
H10 -15.45 7.57 14.58  0.37
H11 -16.15 9.98 15.38  0.30
H12 -16.21 9.34 17.01  0.28
H13 -17.69 7.68 15.68  0.40
H14 -15.19 6.03 16.01  0.33



DFT (ωB97M-V with the def2-TZVPD basis set) results for a molecular structure, C35H28CuF3N4O2P2S.

Results
LUMO energy in eV: 4.2
Total charge: -2
Molecular weight in g/mol: 751.19
Frontier orbital gap in Eh: 0.2153
HOMO in eV: -1.69

Last column: Mulliken charge in e.
Element x y z (Å)
Cu1 1.46 0.18 1.49  -0.36
C1 -2.13 0.28 -1.86  -1.42
N1 -1.26 0.18 -0.69  0.58
P1 -1.78 -0.46 0.82  0.87
C2 -3.54 0.11 0.87  0.05
C3 -3.75 1.31 1.55  -0.45
C4 -5.01 1.88 1.63  -0.77
C5 -6.09 1.24 1.03  -0.38
C6 -5.90 0.03 0.38  -0.68
C7 -4.64 -0.53 0.31  -0.25
C8 -2.02 -2.25 0.54  0.78
C9 -2.41 -2.98 1.66  -0.74
C10 -2.53 -4.36 1.61  -0.61
C11 -2.24 -5.03 0.43  -0.32
C12 -1.83 -4.32 -0.69  -0.72
C13 -1.72 -2.94 -0.63  0.25
P2 0.11 1.20 -0.45  0.49
C14 -0.49 2.81 -1.15  0.28
C15 -1.47 3.47 -0.40  -0.26
C16 -1.98 4.68 -0.81  -0.65
C17 -1.52 5.28 -1.97  -0.47
C18 -0.54 4.65 -2.72  -0.65
C19 -0.04 3.42 -2.32  -0.44
C20 1.27 0.66 -1.77  0.93
C21 2.44 1.39 -1.98  -0.34
C22 3.40 0.95 -2.88  -0.70
C23 3.22 -0.25 -3.56  -0.62
C24 2.07 -0.99 -3.34  -0.61
C25 1.11 -0.54 -2.45  -0.06
H1 -2.80 1.15 -1.79  0.26
H2 -2.75 -0.61 -1.95  0.42
H3 -1.53 0.37 -2.77  0.44
H4 -2.91 1.78 2.06  0.54
H5 -5.15 2.81 2.16  0.39
H6 -7.08 1.68 1.09  0.36
H7 -6.75 -0.48 -0.07  0.39
H8 -4.50 -1.48 -0.20  0.30
H9 -2.57 -2.46 2.60  0.36
H10 -2.80 -4.91 2.50  0.38
H11 -2.29 -6.12 0.40  0.31
H12 -1.57 -4.85 -1.60  0.30
H13 -1.37 -2.40 -1.50  -0.37
H14 -1.82 3.01 0.52  0.33
H15 -2.75 5.17 -0.21  0.41
H16 -1.91 6.24 -2.29  0.34
H17 -0.17 5.10 -3.63  0.39
H18 0.71 2.92 -2.92  0.29
H19 2.63 2.28 -1.39  0.57
H20 4.32 1.50 -2.99  0.39
H21 3.98 -0.61 -4.24  0.35
H22 1.93 -1.95 -3.83  0.40
H23 0.24 -1.15 -2.23  -0.14
F1 -0.64 0.27 6.47  -0.30
C26 0.24 -0.30 5.60  0.74
F2 1.41 0.34 5.78  -0.25
F3 0.43 -1.56 6.04  -0.30
C27 -0.31 -0.25 4.14  0.33
O1 -1.34 -0.91 3.98  -0.62
O2 0.34 0.48 3.36  -0.69
N2 0.84 -6.09 0.39  -0.73
C28 1.12 -4.99 0.14  0.59
N3 1.50 -3.80 -0.24  -0.75
C29 1.28 -2.69 0.36  0.59
N4 1.12 -1.61 0.76  -0.21
S1 3.18 1.71 1.52  -0.33
C30 4.60 0.96 0.81  0.18
C31 4.60 -0.34 0.29  -0.37
C32 5.74 -0.89 -0.29  -0.61
C33 6.92 -0.17 -0.38  -0.47
C34 6.94 1.12 0.14  -0.39
C35 5.81 1.67 0.73  -0.52
H24 3.69 -0.92 0.34  0.55
H25 5.69 -1.90 -0.68  0.40
H26 7.81 -0.60 -0.83  0.35
H27 7.86 1.71 0.09  0.33
H28 5.84 2.68 1.13  0.34



DFT (ωB97M-V with the def2-TZVPD basis set) results for 2 unconnected molecules or ions with the total composition C2H6NO3 in a non-equilibrium geometry.

Results
LUMO energy in eV: 4.2
Total charge: -1
Molecular weight in g/mol: 92.07
Frontier orbital gap in Eh: 0.3140
HOMO in eV: -4.31

Last column: Mulliken charge in e.
Element x y z (Å)
C1 -0.13 -1.93 0.77  -0.81
N1 0.26 -0.59 0.97  -0.34
C2 0.20 0.23 -0.33  0.64
O1 1.22 0.97 -0.55  -0.80
O2 -0.88 0.04 -0.98  -0.69
H1 -1.14 -1.91 0.47  0.25
H2 0.00 -2.43 1.78  0.31
H3 0.44 -2.30 -0.02  0.28
H4 1.06 -0.34 1.50  0.22
H5 0.14 2.34 -0.73  0.36
H6 -0.65 2.84 -1.89  0.28
O3 -0.51 3.08 -0.99  -0.70



DFT (ωB97M-V with the def2-TZVPD basis set) results for a single C4H5NO2 molecule.

Results
LUMO energy in eV: 0.3
Molecular weight in g/mol: 99.09
Frontier orbital gap in Eh: 0.3447
HOMO in eV: -9.12

Last column: Mulliken charge in e.
Element x y z (Å)
C1 0.56 0.76 1.22  -0.69
N1 1.40 -0.31 0.71  -0.46
C2 1.17 -1.04 -0.28  0.19
O1 0.15 -1.11 -1.20  -0.35
C3 -0.77 -0.08 -1.31  -0.71
C4 -1.91 -0.13 -0.65  0.87
O2 -2.91 -0.14 -0.04  -0.36
H1 -0.45 0.42 1.49  0.22
H2 0.46 1.59 0.51  0.31
H3 1.02 1.16 2.13  0.27
H4 1.87 -1.83 -0.53  0.37
H5 -0.59 0.70 -2.04  0.33



DFT (ωB97M-V with the def2-TZVPD basis set) results for a single C18H31NO4 molecule.

Results
LUMO energy in eV: 0.7
Molecular weight in g/mol: 325.45
Frontier orbital gap in Eh: 0.3458
HOMO in eV: -8.67

Last column: Mulliken charge in e.
Element x y z (Å)
C1 -7.04 -1.12 -0.76  -1.42
C2 -6.33 0.15 -0.28  0.94
C3 -7.33 1.09 0.38  -1.62
N1 -5.30 -0.21 0.69  -0.37
C4 -4.03 -0.61 0.13  -1.02
C5 -3.14 0.59 -0.28  0.05
O1 -2.95 1.46 0.80  -0.67
C6 -1.79 0.11 -0.84  -0.65
O2 -1.14 -0.58 0.21  -0.19
C7 0.12 -1.05 0.00  0.36
C8 0.73 -1.67 1.10  -0.46
C9 2.01 -2.16 1.00  -0.38
C10 2.73 -2.05 -0.20  0.14
C11 4.16 -2.50 -0.26  -1.20
O3 5.06 -1.67 0.45  -0.41
C12 5.18 -0.35 -0.05  -0.56
C13 4.24 0.65 0.63  0.03
O4 4.13 1.77 -0.21  -0.35
C14 3.24 2.77 0.26  0.61
C15 1.77 2.40 0.00  -1.17
C16 3.60 4.06 -0.48  -1.58
C17 2.11 -1.46 -1.29  -0.04
C18 0.82 -0.96 -1.20  -0.50
H1 -7.48 -1.63 0.09  0.33
H2 -6.34 -1.80 -1.24  0.35
H3 -7.82 -0.87 -1.47  0.41
H4 -5.90 0.66 -1.16  0.10
H5 -6.84 2.02 0.68  0.39
H6 -7.75 0.62 1.27  0.37
H7 -8.14 1.34 -0.30  0.44
H8 -5.14 0.56 1.33  0.30
H9 -3.49 -1.18 0.90  0.33
H10 -4.19 -1.26 -0.73  0.24
H11 -3.65 1.18 -1.05  0.44
H12 -2.40 1.00 1.45  0.45
H13 -1.95 -0.55 -1.70  0.44
H14 -1.20 0.98 -1.15  0.28
H15 0.18 -1.74 2.02  0.42
H16 2.48 -2.62 1.85  0.40
H17 4.28 -3.48 0.21  0.39
H18 4.48 -2.57 -1.31  0.40
H19 4.99 -0.32 -1.13  0.31
H20 6.22 -0.06 0.12  0.34
H21 4.64 0.94 1.62  0.28
H22 3.27 0.17 0.79  -0.05
H23 3.39 2.92 1.34  0.31
H24 1.63 2.21 -1.06  0.32
H25 1.50 1.50 0.56  0.12
H26 1.12 3.21 0.32  0.50
H27 3.46 3.92 -1.55  0.35
H28 2.98 4.88 -0.14  0.41
H29 4.64 4.31 -0.30  0.39
H30 2.64 -1.37 -2.22  0.29
H31 0.37 -0.51 -2.07  0.43



What is the formula in the sixth record?
C18H31NO4



Which of these has the highest frontier orbital gap?
C4H14O5Rb